1.
# C6H10O

A single C6H10O molecule (the ωB97M-V functional and the def2-TZVPD basis, OMol25).

Geometry as XYZ:
```
17
Properties=species:S:1:pos:R:3:forces:R:3
O -1.443 2.999 1.029 0.933 -0.393 -1.207
C -1.645 0.686 0.367 1.889 -0.921 -1.635
C 1.299 -0.746 0.981 0.177 -0.381 2.400
C 0.476 -0.731 -0.213 -1.924 -1.105 -0.830
C -0.884 -0.561 -0.119 -1.830 -0.185 -0.828
C 1.121 -1.295 -1.477 -1.116 0.873 -1.793
C -0.899 1.842 0.388 -1.867 1.216 1.167
H 2.306 -0.489 0.770 1.117 0.903 0.186
H 0.806 -0.124 1.810 1.067 -1.081 -0.996
H 0.781 -0.761 -2.458 0.658 0.029 1.993
H 0.107 2.149 -0.030 -1.237 -1.154 0.823
H 1.454 -1.868 1.323 -0.776 1.922 -0.447
H -1.435 -1.500 -0.525 0.211 2.345 -0.452
H 2.167 -1.123 -1.313 0.707 -0.108 -0.467
H 0.976 -2.278 -1.924 -0.128 -0.814 1.157
H -2.404 3.017 1.144 0.318 -0.666 -0.117
H -2.783 0.784 0.249 1.800 -0.481 1.046
```
Forces are in eV/Å.

The value obtained for the total energy is -8427.4773 eV. As for the structure (SMILES): CC(C)=C/C=C/O. The value obtained for the relative energy (zero: lowest compared OMol25 entry of this formula, charge and spin) is 86.8 kcal per mole. The LUMO energy is 0.507 eV.

2.
# C6H10

A single C6H10 molecule (the ωB97M-V functional and the def2-TZVPD basis, OMol25).

Geometry as XYZ:
```
16
Properties=species:S:1:pos:R:3:forces:R:3
C -0.435 -0.523 -0.424 0.664 0.405 0.501
C -1.734 -1.392 -0.173 0.288 0.110 0.311
C 1.984 0.556 -0.005 -0.168 -0.242 -0.059
C -0.810 0.855 -0.602 -0.850 0.893 -0.638
C -1.106 1.976 -0.271 0.351 -0.171 0.003
C 0.729 -0.089 0.658 -0.055 -0.865 0.129
H 0.383 0.629 1.422 -0.347 -0.625 -0.423
H 2.192 0.113 -0.983 -0.007 -0.042 0.085
H -0.948 2.793 0.392 -0.455 0.551 -0.382
H 0.141 -1.021 -1.208 -0.149 0.491 -0.229
H 1.004 -0.997 1.174 0.399 -0.375 0.234
H 2.874 0.394 0.619 -0.296 -0.071 -0.071
H -1.808 -1.760 0.850 0.101 0.038 0.057
H -1.814 -2.267 -0.841 0.435 0.374 0.224
H 1.918 1.644 -0.162 -0.346 -0.421 0.119
H -2.636 -0.794 -0.368 0.436 -0.051 0.141
```
Forces are in eV/Å.

The value obtained for the total energy is -6380.9245 eV. As for the structure (SMILES): C#C[C@H](C)CC. The value obtained for the relative energy (zero: lowest compared OMol25 entry of this formula, charge and spin) is 67.7 kcal per mole. The LUMO energy is 1.140 eV.

3.
# C61H148BrN9O4

C61H148BrN9O4 as an isolated structure (the ωB97M-V functional and the def2-TZVPD basis, OMol25).

Geometry as XYZ:
```
223
Properties=species:S:1:pos:R:3:forces:R:3
Br -1.651 -2.062 2.229 -1.197 -1.585 -0.758
O -3.630 2.423 4.027 -1.745 2.582 4.481
O -4.821 1.487 -3.273 3.609 -0.844 -2.849
O -5.013 1.104 2.676 -2.359 -1.391 -0.433
O 0.685 0.726 3.729 -1.230 1.794 0.832
N -6.345 1.610 -0.202 -0.028 -0.196 -0.239
N -1.358 3.145 -3.273 0.413 -0.036 -0.005
N -1.695 0.437 5.868 -2.447 -1.803 -0.777
N -0.804 0.980 0.711 -1.304 1.695 0.525
N 0.499 -1.039 -5.905 -2.225 2.134 -0.360
N 1.203 -4.324 -2.294 1.940 0.713 0.318
N 1.982 -1.825 3.124 2.135 1.689 -0.754
N 5.302 1.041 -0.581 -0.705 -0.716 1.319
N -1.819 4.957 3.663 0.521 -1.616 -2.734
C -3.493 1.583 -3.814 -0.008 -0.088 -0.965
C 1.605 -3.292 -3.400 1.673 -1.902 4.190
C -2.007 0.200 0.311 -2.081 0.240 -2.258
C 3.194 0.753 -3.742 -0.519 -0.384 -1.662
C -2.444 1.728 6.282 1.981 -0.326 0.960
C -0.081 -5.033 -2.639 -0.616 1.459 -0.534
C 2.635 -0.373 2.852 -0.160 -2.570 1.037
C 3.280 -8.646 -4.112 0.406 0.326 -0.253
C -6.178 2.102 -1.644 -2.100 1.478 2.356
C 1.168 -1.378 -7.241 1.145 1.441 0.806
C -1.574 3.860 -4.597 0.893 -0.002 -0.014
C 3.173 -2.639 3.751 -1.097 -0.176 -0.754
C 4.575 0.697 0.739 1.058 -0.092 0.098
C -1.269 1.280 2.135 0.501 -0.693 -1.024
C -2.656 2.390 -2.816 0.741 0.686 0.232
C -0.704 -2.931 5.808 1.527 0.059 -0.596
C -0.979 4.245 -2.257 -0.530 -0.907 0.069
C -2.741 1.606 2.096 2.393 -0.264 -2.327
C -7.840 1.522 0.141 0.568 -0.815 0.304
C -1.736 -1.932 -6.377 0.395 1.473 -0.474
C 0.744 -1.739 4.058 2.048 -1.128 0.483
C 4.092 2.042 1.369 -0.856 -2.990 0.725
C 2.428 -5.316 -2.163 -1.553 -0.701 0.927
C -1.169 -3.905 -2.361 1.320 -0.689 0.262
C -0.208 0.587 5.944 0.602 2.140 0.393
C -3.192 4.547 2.997 -0.910 0.861 1.598
C 8.820 -0.435 -1.741 -0.523 0.117 -0.172
C 0.532 0.233 0.784 -0.350 0.558 -1.287
C -5.534 2.361 2.271 -2.298 -1.837 -3.594
C -2.126 -0.657 6.908 -1.172 1.304 0.766
C -0.884 -2.924 -5.622 -1.968 -2.202 0.272
C -0.188 2.148 -3.422 -0.846 1.241 -0.116
C -1.416 6.240 2.884 -0.677 -0.859 0.453
C 7.542 0.472 -1.863 0.309 -0.406 -0.080
C 3.149 -3.961 2.978 -0.103 -1.083 -0.472
C -5.529 2.606 0.704 -1.359 -0.719 0.389
C -1.836 5.272 5.113 -0.389 -0.267 -0.290
C -5.716 0.233 -0.104 -0.637 -0.107 -0.659
C 2.470 -0.656 -0.892 -0.828 -0.743 0.858
C 6.552 0.111 -0.776 -0.424 -0.164 0.469
C 4.662 3.095 0.547 0.972 1.450 -2.006
C 2.023 -3.906 1.892 0.322 0.058 0.947
C -4.174 3.698 3.845 3.683 3.757 4.345
C 0.402 1.564 4.851 -0.091 -2.848 0.864
C -0.526 -2.999 -1.298 -0.747 -0.730 1.115
C 3.142 -7.677 -2.937 -0.209 -0.139 0.803
C 2.679 -0.285 -4.729 -0.200 0.512 0.486
C 0.227 -3.118 4.550 -0.944 0.823 -0.153
C 2.549 -6.318 -3.325 -0.097 0.498 -0.955
C 1.037 -0.218 -0.638 -0.355 0.915 1.662
C -2.153 -0.063 4.429 0.231 1.918 2.267
C 1.664 -2.433 1.770 -0.381 -0.860 0.067
C -3.334 0.715 1.034 4.165 -0.038 0.711
C 0.847 -3.564 -0.970 -0.398 0.041 -1.868
C 0.280 -2.241 -5.061 1.127 2.103 -2.672
C -0.736 2.353 -0.017 0.521 -3.029 0.543
C 1.222 0.065 -5.054 -0.085 -1.059 -2.394
C -1.007 -0.621 -6.171 1.472 0.435 -0.338
C 5.742 2.456 -0.325 0.104 0.078 -0.280
C 4.278 0.912 -1.792 6.189 1.220 2.937
C -0.793 3.793 3.397 -1.654 3.105 -0.587
H 4.047 -7.468 -2.368 0.496 -0.340 -0.353
H -0.600 -1.943 -1.559 0.116 -0.390 -0.504
H 2.582 -2.958 -3.052 0.306 -0.256 -0.226
H 1.039 -0.551 -7.939 -0.737 -0.174 -0.086
H -1.901 -0.835 0.635 0.324 0.208 -0.518
H -5.177 3.585 3.434 -0.339 5.231 5.499
H -2.301 4.665 -4.495 -0.332 -0.395 -0.001
H -1.643 -1.626 6.783 -0.400 1.719 0.688
H -0.146 4.876 -2.568 -0.124 -0.237 -0.549
H -0.339 2.299 4.536 2.138 -1.869 1.994
H -3.207 -0.786 6.854 -0.079 -0.028 -0.672
H 5.871 2.905 -1.309 0.253 0.366 0.291
H 0.746 -4.260 -0.138 0.193 -0.275 -0.570
H -6.556 2.436 2.642 -0.424 0.143 -0.179
H 0.981 0.710 -1.208 -0.678 -0.363 -0.597
H 6.675 2.449 0.238 0.190 -0.297 -0.342
H 1.411 1.929 5.045 -0.543 0.797 1.311
H -3.186 1.606 3.091 1.577 -1.201 -2.796
H -0.606 2.024 2.579 -0.230 -1.759 -0.717
H -1.530 -3.280 -4.820 0.272 -0.342 -0.273
H -0.907 3.320 2.422 -0.487 1.970 0.123
H -0.891 5.755 5.365 -0.222 0.280 0.038
H 1.510 -2.746 -0.686 0.377 -0.893 -0.593
H -0.665 -3.814 -6.211 0.194 0.129 -0.125
H 1.180 0.969 1.261 0.040 -0.159 -0.411
H -4.248 4.190 4.815 -0.085 0.205 0.255
H -5.062 1.033 3.633 -1.666 -1.284 -0.742
H 1.253 -2.726 -5.142 -1.354 0.692 -0.961
H -1.783 -2.170 -7.440 -0.521 0.001 0.162
H -2.015 1.867 7.275 -0.630 0.294 0.264
H 0.529 0.302 -4.248 0.867 -1.432 0.398
H -0.224 -5.960 -2.083 0.224 0.217 0.269
H -2.059 -0.252 7.918 0.798 0.120 -0.017
H -1.019 -3.063 -0.328 -0.637 0.126 -0.115
H -2.717 5.904 5.225 0.291 0.148 0.738
H 0.601 -2.282 1.578 0.016 -0.465 0.376
H -1.767 3.140 -5.392 -0.331 0.181 0.152
H 0.013 1.578 -2.515 -0.824 -0.304 -0.409
H -2.865 2.655 1.828 0.042 -0.669 -0.424
H 7.065 0.084 0.186 -0.179 0.243 0.164
H 3.327 -4.786 -1.849 0.048 0.538 -0.810
H 0.192 4.258 3.439 0.121 -0.336 0.593
H 1.626 -6.503 -3.875 -0.630 -0.116 0.691
H 2.591 -0.890 -1.950 -0.545 -0.276 0.071
H -4.368 1.849 4.243 0.811 0.793 1.341
H 3.406 -0.269 -5.542 -0.589 0.214 -0.578
H -7.970 1.276 1.195 0.219 0.506 0.148
H 3.577 1.661 -4.207 -0.677 0.262 -0.301
H -0.235 -2.211 6.479 0.910 -0.403 0.064
H -1.872 4.852 -2.104 0.148 0.058 0.031
H -1.922 0.791 3.793 0.272 -1.084 1.418
H 0.301 -0.375 6.003 -0.583 0.363 -0.232
H 9.345 -0.260 -0.801 -0.175 -0.034 0.090
H 2.185 -5.809 -1.222 -0.279 -0.651 -0.105
H 2.322 -8.830 -4.599 -0.081 0.330 -0.107
H -8.397 2.408 -0.166 0.213 -0.083 0.028
H -2.151 2.607 5.708 0.164 -0.745 -0.110
H 3.464 -0.476 2.151 -0.971 -0.403 -0.080
H -0.692 3.709 -1.353 -0.184 1.177 -0.695
H -5.138 2.391 -1.796 -0.988 -0.033 1.088
H 1.125 -4.436 2.210 0.124 -0.205 0.189
H -0.515 2.128 -1.060 0.196 -0.112 0.824
H 8.573 -1.492 -1.841 -0.131 -0.034 0.231
H 4.366 2.019 2.424 0.086 0.347 -0.063
H -6.571 1.437 -2.413 0.115 -0.607 0.935
H 4.102 -4.179 2.495 0.124 0.449 0.000
H 1.143 0.997 -5.614 0.457 -0.070 -0.594
H 0.765 2.663 -3.546 -0.253 0.488 -0.581
H -3.824 -0.142 1.495 0.298 0.049 -0.396
H 3.800 -0.044 0.541 0.946 0.744 0.600
H -1.708 2.847 -0.024 0.175 -0.136 0.655
H 5.111 3.917 1.104 -0.346 0.182 -0.202
H 0.916 -2.349 -7.667 -0.172 0.143 0.333
H 2.552 0.962 -2.886 -1.084 0.134 -1.150
H -3.573 2.069 -4.787 0.270 0.054 -0.075
H 2.228 -1.249 -7.022 0.135 -0.900 -0.154
H 3.920 3.423 -0.181 -0.210 0.707 0.354
H -4.511 2.570 0.317 -0.523 0.823 -0.082
H 3.238 0.084 -0.667 -2.514 -1.054 0.105
H -2.692 -1.709 -5.903 -0.372 -0.884 -0.562
H -1.159 0.322 2.643 0.427 0.401 -1.077
H -4.984 3.119 2.828 -0.278 -4.329 -7.560
H 2.123 -1.979 0.893 0.562 0.168 1.563
H 1.701 -3.753 -4.383 0.182 -1.022 1.388
H 0.040 -5.288 -3.692 -0.539 -0.103 0.107
H -1.250 -3.289 -3.256 -0.593 -0.513 0.405
H 4.073 0.466 -3.165 -1.872 -1.299 -4.579
H 0.303 -0.621 1.422 0.037 0.464 -0.031
H -5.965 3.570 0.441 -0.027 0.146 0.481
H -2.160 0.307 -0.763 0.401 -0.391 -0.258
H -8.194 0.601 -0.322 -0.156 0.329 -0.564
H -1.363 -0.123 -5.269 0.193 -0.067 0.283
H -3.533 1.704 6.294 0.344 -0.776 0.172
H -0.343 -3.479 3.694 0.027 -0.630 0.479
H -1.693 6.115 1.837 0.228 -0.108 0.042
H 4.946 1.101 -2.632 1.022 1.711 1.398
H 1.753 0.244 2.682 2.993 -1.997 -1.484
H 2.357 -4.394 0.976 0.158 0.322 0.112
H 4.082 -2.067 3.567 -0.076 -0.171 -0.017
H -0.350 6.429 3.006 -0.222 0.163 0.191
H -0.417 1.542 -4.298 -0.205 0.480 0.502
H 9.557 -0.258 -2.524 -0.279 0.390 -0.116
H 0.347 -1.035 -0.853 0.229 0.887 -0.669
H -2.983 4.082 2.034 0.110 1.008 0.303
H 3.075 -5.859 -4.163 0.893 0.084 0.174
H 2.783 -1.310 -4.374 -0.198 0.082 0.402
H 3.999 -8.234 -4.820 -0.149 -0.067 -0.277
H 3.442 1.602 -1.674 0.829 -0.015 0.212
H -3.305 3.166 -2.409 0.162 0.176 -0.031
H -3.234 -0.094 4.294 -0.116 -0.613 0.971
H -2.364 1.722 -2.005 0.045 0.238 -0.018
H -1.074 0.097 -6.988 0.234 -0.120 -0.093
H -4.642 0.414 -0.105 -2.130 -1.490 -1.220
H -2.110 -4.313 -1.991 0.006 -0.008 -0.538
H -5.966 -0.407 -0.951 -0.565 0.297 0.036
H 1.011 -3.829 4.809 0.122 0.223 -0.025
H 0.993 -2.390 -3.407 1.397 -2.022 1.935
H 5.259 0.188 1.418 0.490 0.228 -0.243
H 3.005 2.016 1.301 -0.279 0.343 0.234
H 6.117 -0.877 -0.924 0.064 -0.161 -0.130
H 3.636 -9.651 -3.885 0.137 0.237 0.586
H 0.089 2.859 0.485 -0.199 0.536 -0.313
H -1.720 -1.019 4.133 -0.057 0.521 0.597
H 0.054 -1.110 3.496 0.180 -0.982 0.702
H 2.491 -8.130 -2.190 -0.304 0.014 0.094
H 1.160 -1.181 4.898 0.079 -0.330 -0.307
H -1.658 -2.422 5.671 0.055 -1.597 -1.410
H 2.993 -2.650 4.826 0.049 -0.336 -0.105
H -0.781 -3.826 6.424 -0.342 -0.175 -0.409
H -0.026 1.036 6.920 0.021 0.115 0.123
H -0.983 2.973 4.089 -1.395 2.522 -0.899
H 7.854 1.514 -1.784 -0.073 0.048 -0.097
H -2.079 6.994 3.308 0.481 0.378 -0.067
H -5.145 2.350 -3.542 -0.920 0.024 -0.322
H -1.894 4.335 5.666 -0.277 0.455 0.111
H -6.022 -0.231 0.833 0.079 0.039 -0.109
H -6.859 2.948 -1.738 0.219 0.493 0.211
H 2.732 -1.551 -0.328 0.412 0.283 -0.586
H 0.156 -1.910 -4.030 -1.612 1.065 -1.622
H 2.998 -4.877 3.549 -0.111 0.352 0.572
H -4.042 1.295 0.442 2.435 -0.496 0.901
H 4.003 -0.120 -2.007 1.326 0.603 1.720
H 7.026 0.300 -2.808 0.373 0.165 -0.415
H 1.281 1.205 3.149 -0.550 1.442 0.896
H -3.076 0.592 -3.991 -0.197 -0.091 0.214
H -0.630 4.353 -4.829 0.046 -0.030 -0.055
H -3.748 5.481 2.914 0.230 0.214 -0.434
H 3.170 -0.108 3.764 -0.532 0.262 0.334
```
Forces are in eV/Å.

The value obtained for the total energy is -157167.6642 eV. As for the net charge: +8. The LUMO energy is -16.399 eV.

4.
# C7H13ClNO

An isolated ion of composition C7H13ClNO and charge +1 (the ωB97M-V functional and the def2-TZVPD basis, OMol25).

Geometry as XYZ:
```
23
Properties=species:S:1:pos:R:3:forces:R:3
Cl -3.441 -0.724 -0.124 -0.204 0.419 0.019
O 1.218 -0.637 -1.522 -0.936 -0.151 -3.370
N 1.379 -2.570 0.234 -1.142 -2.819 0.671
C 0.820 1.163 0.045 -0.696 -0.781 0.564
C -1.393 1.086 -0.978 -1.469 0.812 -1.960
C 1.051 -0.298 -0.323 1.270 3.269 0.660
C 1.662 -1.252 0.612 1.213 -1.274 0.973
C -1.826 -0.013 -0.020 0.892 -2.750 0.318
C -0.619 1.715 0.199 -0.113 0.466 -1.106
C -1.455 0.874 1.159 -1.972 1.567 -0.588
H -0.828 0.608 1.954 0.119 -1.233 1.588
H 1.432 -3.269 0.989 0.012 0.723 -0.829
H 1.185 1.724 -0.770 0.865 0.661 -0.936
H 1.385 1.380 0.940 0.350 -0.126 0.307
H 2.797 -1.122 0.537 -1.036 0.998 0.025
H -0.804 0.718 -1.853 -0.491 0.505 0.453
H 1.419 -1.173 1.697 -0.094 0.666 -0.957
H -1.220 -0.990 -0.024 -0.155 1.426 -0.356
H -2.261 1.708 -1.434 1.388 -1.075 1.104
H -0.553 2.829 0.286 -0.127 -1.042 -0.008
H 1.556 -2.977 -0.674 0.337 0.552 0.207
H 0.950 -0.085 -2.386 0.549 -0.949 3.082
H -2.454 1.307 1.458 1.439 0.137 0.139
```
Forces are in eV/Å.

The value obtained for the total energy is -23520.1982 eV. As for the net charge: +1. The value obtained for the relative energy (zero: lowest compared OMol25 entry of this formula, charge and spin) is 29.3 kcal per mole. The LUMO energy is -5.424 eV.